Record 1
2 unconnected molecules or ions with the total composition C5H6F2, computed with ωB97M-V/def2-TZVPD.

```
! wB97M-V def2-TZVPD RIJCOSX def2/J DEFGRID3
* xyz 0 1
F 3.027 1.145 0.588
C 2.049 0.479 -0.087
C 2.158 -0.688 -0.606
F 3.226 -1.498 -0.425
H 1.115 1.095 0.008
H 1.313 -1.358 -0.946
C -1.318 -1.463 0.291
C -1.612 -0.289 0.228
C -2.162 1.006 0.160
H -0.984 -2.527 0.139
H -3.017 0.872 0.682
H -2.360 1.531 -0.774
H -1.435 1.695 0.742
*
```

Calculated values
Molecular weight: 104.10 g mol⁻¹
SMILES: F/C=C\F.C#CC
HOMO energy: -10.01 eV
Gap between HOMO and LUMO: 10.780 eV
LUMO level: 0.0285 Eh

---

Record 2
2 unconnected molecules or ions with the total composition C5H6F2O, computed with ωB97M-V/def2-TZVPD.

```
! wB97M-V def2-TZVPD RIJCOSX def2/J DEFGRID3
* xyz 0 1
C 0.949 -1.066 1.085
C 0.622 -0.266 0.067
C -2.312 0.424 0.038
C 1.347 0.943 -0.341
C -0.541 -0.650 -0.803
O -2.616 1.377 -0.561
F -2.680 0.216 1.288
F -0.830 -1.942 -0.901
H 0.310 -1.881 1.378
H 1.752 -0.781 1.842
H 1.372 1.143 -1.444
H 0.805 1.868 0.180
H 2.366 0.801 0.001
H -0.542 -0.187 -1.830
*
```

Calculated values
Molecular weight: 120.10 g mol⁻¹
HOMO energy (alpha / beta): -9.14 / -9.14 eV
Gap between HOMO and LUMO (alpha / beta): 8.773 / 8.773 eV
LUMO level (alpha / beta): -0.0135 / -0.0135 Eh

---

Record 3
2 unconnected molecules or ions with the total composition C5H6F2O, computed with ωB97M-V/def2-TZVPD.

```
! wB97M-V def2-TZVPD RIJCOSX def2/J DEFGRID3
* xyz 0 1
C 1.350 0.623 -1.130
C 0.724 -0.007 -0.090
C -2.221 0.423 0.383
C 0.521 -1.496 -0.202
C 0.169 0.734 0.999
O -2.910 -0.478 0.656
F -2.673 1.619 0.031
F 0.383 2.026 1.170
H 1.543 1.660 -1.202
H 1.699 0.175 -2.028
H 0.600 -1.822 -1.178
H 1.310 -1.882 0.304
H -0.382 -1.652 0.409
H -0.113 0.078 1.879
*
```

Calculated values
Molecular weight: 120.10 g mol⁻¹
HOMO energy (alpha / beta): -8.86 / -8.32 eV
Gap between HOMO and LUMO (alpha / beta): 8.180 / 7.460 eV
LUMO level (alpha / beta): -0.0251 / -0.0317 Eh

---

Record 4
C5H6FN in the gas phase, computed with ωB97M-V/def2-TZVPD.

```
! wB97M-V def2-TZVPD RIJCOSX def2/J DEFGRID3
* xyz 0 1
C 0.122 -0.940 0.303
C 1.498 -1.109 0.292
C 1.867 0.921 -0.711
C -0.565 0.242 0.132
C -2.036 0.347 -0.028
N 2.153 -0.081 -0.134
F 0.146 1.359 0.542
H -0.400 -1.867 0.191
H 1.936 -2.069 0.493
H 2.324 1.903 -0.464
H -2.226 1.177 -0.761
H -2.686 0.574 0.808
H -2.134 -0.457 -0.663
*
```

Calculated values
Molecular weight: 99.11 g mol⁻¹
HOMO energy (alpha / beta): -7.51 / -7.51 eV
Gap between HOMO and LUMO (alpha / beta): 8.023 / 8.023 eV
LUMO level (alpha / beta): 0.0187 / 0.0187 Eh

---

Record 5
A gas-phase ion, C5H6FN4O (charge -1), computed with ωB97M-V/def2-TZVPD.

```
! wB97M-V def2-TZVPD RIJCOSX def2/J DEFGRID3
* xyz -1 1
C 1.287 1.390 -0.449
C 0.499 0.051 -0.170
N -0.936 0.364 0.015
N -1.643 1.273 -0.696
N -2.839 1.187 -0.331
N -3.041 0.259 0.586
C -1.851 -0.385 0.741
O -1.651 -1.279 1.555
C 1.010 -1.040 0.764
C 0.864 -1.218 -0.750
F -0.001 -2.150 -1.248
H 1.465 1.695 0.559
H 0.493 2.166 -0.842
H 2.185 1.360 -1.039
H 0.316 -1.313 1.476
H 2.024 -1.025 1.079
H 1.821 -1.335 -1.249
*
```

Calculated values
Molecular weight: 157.13 g mol⁻¹
SMILES: C[C@]1(n2nnnc2[O-])C[C@H]1F
HOMO energy: -3.66 eV
Gap between HOMO and LUMO: 7.235 eV
LUMO level: 0.1313 Eh

---

Record 6
A molecular structure, C5H6GaO5, computed with ωB97M-V/def2-TZVPD.

```
! wB97M-V def2-TZVPD RIJCOSX def2/J DEFGRID3
* xyz 1 1
H 0.564 -0.583 3.105
O 1.263 1.232 -1.281
C 0.163 -1.324 2.417
C 2.407 1.083 -1.496
H -0.146 -2.258 2.885
H -2.829 2.646 1.109
C -2.458 1.774 0.535
C -2.037 0.716 1.557
O -1.444 -0.345 0.804
C -0.268 -1.074 1.064
O 3.369 0.313 -1.586
O 0.286 -1.153 -0.110
Ga -0.371 0.607 -0.591
O -1.410 2.109 -0.312
H -3.328 1.382 -0.033
H -2.891 0.323 2.126
H -1.277 1.112 2.246
*
```

Calculated values
Molecular weight: 215.82 g mol⁻¹
HOMO energy (alpha / beta): -14.65 / -10.87 eV
Gap between HOMO and LUMO (alpha / beta): 9.328 / 5.099 eV
LUMO level (alpha / beta): -0.1955 / -0.2122 Eh

---

Record 7
A molecular structure, C5H6HgO4, computed with ωB97M-V/def2-TZVPD.

```
! wB97M-V def2-TZVPD RIJCOSX def2/J DEFGRID3
* xyz 0 1
O 2.780 0.211 -0.427
C 3.013 1.722 -0.023
O 1.882 2.147 0.238
O -1.727 1.614 -0.153
C -2.187 0.332 0.125
C -1.402 -0.722 -0.654
O -0.003 -0.401 -0.547
C 0.818 -0.914 0.418
C 2.134 -0.701 0.356
Hg 0.120 1.651 -0.499
H -3.252 0.203 -0.147
H -2.113 0.101 1.208
H -1.614 -0.638 -1.728
H -1.581 -1.748 -0.308
H 0.342 -1.517 1.191
H 2.789 -1.341 0.949
*
```

Calculated values
Molecular weight: 330.69 g mol⁻¹
HOMO energy: -8.50 eV
Gap between HOMO and LUMO: 8.207 eV
LUMO level: -0.0107 Eh

---

Record 8
A molecular structure, C5H6I2O2, computed with ωB97M-V/def2-TZVPD.

```
! wB97M-V def2-TZVPD RIJCOSX def2/J DEFGRID3
* xyz 0 1
C -1.409 0.553 0.075
C 2.113 -0.177 0.542
C -1.188 -0.004 -1.334
C 2.847 -0.582 -0.417
C -1.510 -0.293 1.066
O -1.360 1.892 0.117
O 1.296 0.242 1.284
I -1.602 -2.309 0.936
I -1.820 0.543 3.090
H -0.154 0.220 -1.558
H -1.783 0.336 -2.071
H -1.176 -1.057 -1.342
H 3.468 0.065 -0.922
H -0.920 2.102 0.959
H 3.198 -1.529 -0.424
*
```

Calculated values
Molecular weight: 351.91 g mol⁻¹
HOMO energy: -8.54 eV
Gap between HOMO and LUMO: 8.616 eV
LUMO level: 0.0028 Eh

---

Question: Among the records above, which one has the highest molecular weight?
Answer: C5H6I2O2

---

Question: Which value of molecular weight does entry 2 give?
Answer: 120.10 g mol⁻¹

---

Copy entry 1 word for word.
2 unconnected molecules or ions with the total composition C5H6F2, computed with ωB97M-V/def2-TZVPD.

```
! wB97M-V def2-TZVPD RIJCOSX def2/J DEFGRID3
* xyz 0 1
F 3.027 1.145 0.588
C 2.049 0.479 -0.087
C 2.158 -0.688 -0.606
F 3.226 -1.498 -0.425
H 1.115 1.095 0.008
H 1.313 -1.358 -0.946
C -1.318 -1.463 0.291
C -1.612 -0.289 0.228
C -2.162 1.006 0.160
H -0.984 -2.527 0.139
H -3.017 0.872 0.682
H -2.360 1.531 -0.774
H -1.435 1.695 0.742
*
```

Calculated values
Molecular weight: 104.10 g mol⁻¹
SMILES: F/C=C\F.C#CC
HOMO energy: -10.01 eV
Gap between HOMO and LUMO: 10.780 eV
LUMO level: 0.0285 Eh

---

Question: Which formula does entry 8 have?
Answer: C5H6I2O2